Formula: C45H45AsMnN3O4S
Source: OMol25
Level of theory: ωB97M-V/def2-TZVPD

As for the net charge: +1. The relative energy (zero: lowest compared OMol25 entry of this formula, charge and spin) comes out at 0.137 eV. The HOMO energy (alpha / beta) comes out at -10.336 / -10.353 eV. Its total energy is -5991.7311 a.u. As for the spin multiplicity: 4. As for the expectation value of S²: 3.792. The HOMO-LUMO gap (alpha / beta) is 7.462 / 5.767 eV.

Each line ends with the Löwdin spin population.
Cartesian coordinates (Å):
Mn1 1.737622 0.003544 -0.155136  1.966
O1 6.753680 -1.653650 -0.720192  0.000
C1 6.885305 -0.328514 -0.477005  -0.001
C2 8.171779 0.184445 -0.341558  0.000
C3 8.361442 1.538821 -0.144480  -0.001
C4 7.276786 2.407660 -0.086237  0.000
C5 6.000644 1.889946 -0.185572  -0.001
C6 5.784108 0.527049 -0.355004  -0.002
C7 4.407212 -0.016143 -0.406746  -0.004
O2 3.546363 0.278688 0.515025  -0.004
N1 4.116728 -0.813060 -1.398875  0.009
N2 2.816132 -1.271954 -1.152291  -0.035
C8 2.626631 -2.532006 -1.333857  0.023
C9 1.622195 -3.296452 -0.653920  0.012
C10 1.433031 -4.649339 -0.977865  0.002
C11 0.671981 -5.465913 -0.176930  0.009
C12 0.142046 -4.948173 1.009546  0.004
C13 0.328992 -3.629088 1.356937  0.009
C14 1.032645 -2.763415 0.509387  0.008
O3 1.108720 -1.477221 0.824405  0.104
H1 5.862299 -1.799369 -1.077638  0.000
H2 9.007289 -0.496687 -0.417226  0.000
H3 9.367415 1.925359 -0.052855  0.000
H4 7.431562 3.470165 0.034941  0.000
H5 5.133701 2.536799 -0.155306  0.000
H6 3.396341 -3.059168 -1.894568  -0.001
H7 1.915591 -5.044765 -1.863426  0.000
H8 0.521012 -6.503514 -0.436881  0.000
H9 -0.420721 -5.593593 1.671355  0.000
H10 -0.077140 -3.229183 2.277222  0.002
C15 -3.710115 -5.808555 -1.926336  0.004
C16 -3.099071 -4.549207 -1.385288  0.024
C17 -2.202816 -3.803204 -2.136299  0.002
C18 -1.618349 -2.637280 -1.657489  0.029
C19 -0.738586 -1.865369 -2.596963  0.003
C20 -1.956253 -2.211113 -0.363284  0.079
As1 -1.310176 -0.594778 0.489669  0.423
N3 -0.137873 0.435874 -0.420242  0.107
C21 -0.680905 1.512334 -1.179370  0.016
C22 -1.474608 2.505109 -0.612056  0.000
C23 -1.951194 3.551467 -1.388300  0.000
C24 -1.620718 3.637742 -2.731646  -0.002
C25 -0.816417 2.658061 -3.300383  0.001
C26 -0.361928 1.596297 -2.536089  0.004
C27 -2.932195 0.391616 0.890527  0.068
C28 -3.956772 0.550584 -0.044063  0.016
C29 -3.849590 0.173224 -1.494339  0.004
C30 -5.138709 1.156499 0.381265  0.004
C31 -5.308748 1.614508 1.676816  0.001
C32 -6.594234 2.254303 2.114490  0.000
C33 -4.248444 1.481531 2.572312  -0.001
C34 -3.060272 0.877902 2.201165  0.005
C35 -1.931137 0.777493 3.192833  0.021
C36 -2.836228 -2.963611 0.432650  0.024
C37 -3.180763 -2.614612 1.856240  0.015
C38 -3.404013 -4.108950 -0.104290  -0.002
H11 -3.385348 -6.001910 -2.947048  0.000
H12 -4.798904 -5.745072 -1.920872  0.001
H13 -3.432436 -6.666816 -1.312455  0.001
H14 -1.950122 -4.134185 -3.136965  0.000
H15 -0.445685 -2.495333 -3.435814  0.000
H16 0.162610 -1.489521 -2.119178  0.000
H17 -1.272368 -1.003030 -3.001999  0.001
H18 -1.715768 2.469665 0.441336  0.000
H19 -2.572837 4.311601 -0.933064  0.000
H20 -1.985009 4.460318 -3.331694  0.000
H21 -0.546475 2.717159 -4.346379  0.000
H22 0.281302 0.845314 -2.975144  0.000
H23 -2.852347 -0.145882 -1.780083  0.002
H24 -4.098882 1.038294 -2.111146  0.000
H25 -4.544455 -0.630873 -1.743516  0.000
H26 -5.940348 1.288445 -0.336387  0.001
H27 -7.281953 2.375053 1.280110  0.000
H28 -6.411750 3.235945 2.552639  0.000
H29 -7.086981 1.646323 2.874336  0.000
H30 -4.356392 1.859716 3.582273  0.000
H31 -2.158501 1.350469 4.090510  0.002
H32 -0.993859 1.166473 2.782621  0.005
H33 -1.746853 -0.254439 3.503635  0.005
H34 -2.361454 -2.114366 2.378124  0.010
H35 -3.404195 -3.523906 2.412457  0.002
H36 -4.054464 -1.962411 1.909890  0.001
H37 -4.083147 -4.689766 0.509522  -0.001
C39 3.175819 4.159904 -1.182904  0.000
S1 1.729930 3.195517 -0.770410  0.003
O4 2.199841 1.759159 -1.033169  0.016
C40 1.670243 3.417110 0.990623  0.002
C41 2.678869 2.952072 1.828597  0.001
C42 2.541940 3.118507 3.196146  0.000
C43 1.416838 3.750156 3.715167  0.000
C44 0.420521 4.217896 2.871005  0.000
C45 0.540906 4.044723 1.499654  0.000
H38 3.980701 4.020931 -0.466466  0.000
H39 2.858872 5.202313 -1.195440  0.000
H40 3.477376 3.851495 -2.182109  0.000
H41 3.538721 2.430631 1.429954  0.000
H42 3.314573 2.751736 3.857853  0.000
H43 1.321479 3.879853 4.784810  0.000
H44 -0.448691 4.718019 3.276512  0.000
H45 -0.222595 4.413577 0.827689  0.000

Atomic forces in eV per Å
0.38 -0.28 0.29
0.02 0.04 0.00
-0.02 0.00 -0.10
-0.02 0.03 0.01
0.01 -0.03 0.00
-0.02 0.01 -0.01
-0.11 -0.01 0.12
0.03 -0.12 0.11
0.18 0.01 -0.48
-0.23 0.04 0.26
0.02 0.05 0.04
-0.14 0.08 -0.14
0.06 0.12 0.06
-0.03 0.04 -0.03
-0.02 -0.01 0.03
0.03 0.01 0.00
0.00 0.02 -0.03
0.00 0.01 -0.02
-0.03 -0.07 -0.03
0.03 0.17 0.06
-0.03 0.00 0.01
0.02 -0.02 0.00
0.02 0.01 0.00
0.00 0.03 0.01
0.12 -0.07 0.11
-0.01 0.00 -0.02
0.00 0.00 -0.02
0.00 -0.02 0.00
-0.01 -0.02 0.01
0.00 0.01 0.01
0.00 -0.02 -0.01
-0.01 0.00 0.00
-0.01 0.01 0.02
-0.06 0.05 0.01
0.10 0.03 0.02
0.10 -0.03 -0.04
-0.15 0.12 -0.20
-0.29 -0.17 0.23
0.01 -0.07 -0.22
0.01 0.07 0.02
0.02 0.03 -0.05
-0.02 0.01 -0.01
-0.02 -0.02 0.02
-0.03 0.03 -0.01
0.01 -0.07 0.02
-0.03 -0.01 0.07
-0.01 -0.02 -0.04
0.05 0.01 0.01
0.00 0.00 -0.01
-0.02 0.01 0.00
0.02 0.00 -0.01
0.04 0.00 -0.01
0.05 0.00 0.06
0.05 -0.06 0.03
-0.01 0.01 0.06
0.02 0.00 0.02
0.00 0.00 0.00
0.00 0.00 0.00
0.00 0.00 0.00
0.01 0.01 -0.01
0.01 0.01 0.01
0.00 -0.01 0.00
-0.01 0.02 -0.02
0.07 0.03 -0.04
-0.02 0.02 0.01
0.00 0.01 -0.01
0.01 0.00 -0.02
0.00 -0.02 0.01
0.05 0.01 0.00
-0.02 -0.01 -0.01
0.01 -0.02 0.00
-0.02 0.00 -0.02
-0.01 0.00 -0.01
0.00 0.01 0.01
-0.01 -0.01 0.01
0.00 0.01 0.02
0.00 0.00 0.00
-0.01 0.01 0.00
-0.01 0.01 -0.01
-0.01 -0.02 -0.01
-0.02 0.00 0.01
0.01 0.01 0.00
-0.02 -0.01 0.01
-0.02 0.10 0.04
0.03 0.01 -0.10
0.03 -0.13 -0.12
-0.04 0.00 0.05
0.05 -0.07 -0.03
-0.05 0.01 0.02
0.01 -0.01 0.00
0.01 0.00 0.02
0.03 0.13 -0.01
-0.09 -0.02 -0.03
0.01 0.02 0.00
0.01 0.00 -0.01
-0.03 -0.01 -0.02
0.01 0.00 0.01
-0.01 0.00 0.01
-0.01 0.00 0.00
-0.01 -0.03 -0.01